The following is a quantum chemistry calculation of a structure of composition C39H83N4O5Y in a non-equilibrium geometry, from the OMol25 dataset.

- HOMO-LUMO gap: 3.14 eV
- Calculated total energy: -59006.5500 eV
- Net charge: +2
- Spin multiplicity: 1

XYZ file:
```
132
Properties=species:S:1:pos:R:3:forces:R:3
Y 2.9555 -2.0919 1.2959 -5.065 2.609 1.120
C -0.8887 -0.7550 -0.3177 0.342 0.559 -1.354
C -0.5332 -0.8256 1.1535 -1.077 0.460 -1.089
C -1.5440 -1.7044 1.8586 -0.032 -1.944 0.655
O 0.8460 -1.1477 1.2908 3.650 -2.105 0.275
H -0.5934 0.2062 -0.7384 0.165 0.324 0.140
H -1.9508 -0.8015 -0.5585 -0.024 -0.355 0.348
H -0.3337 -1.4442 -0.9543 -0.130 -0.597 0.262
H -0.7370 0.2059 1.4408 0.635 0.143 0.866
H -2.6039 -1.4622 1.7810 0.232 1.132 -0.015
H -1.3465 -1.9458 2.9030 0.132 0.577 0.122
H -1.6324 -2.7044 1.4339 0.680 -0.305 -0.535
C 1.8261 -4.1050 -2.2195 0.329 0.461 -0.459
C 2.4311 -2.9505 -3.0818 0.062 -1.643 0.932
C 1.3590 -2.5265 -4.0876 -1.196 1.741 0.066
C 1.6601 -1.1080 -4.7285 0.391 -0.786 1.077
C 1.8634 -0.0664 -3.5856 0.292 -1.950 -0.868
C 2.9282 -0.5029 -2.5401 1.951 1.577 -0.665
N 2.7171 -1.8684 -2.0715 -4.488 1.202 -2.146
O 3.5465 -2.2111 -1.0562 1.469 -1.048 2.190
C 4.4103 -0.4820 -3.1012 -1.474 0.804 -0.405
C 2.8702 0.5623 -1.3916 -0.361 -1.567 -0.693
C 3.6103 -3.5529 -3.8647 1.012 0.440 -0.690
H 0.8552 -3.7453 -1.8789 -0.198 -0.550 -0.081
H 2.4111 -4.3815 -1.3424 0.336 0.230 0.156
H 1.8467 -5.0242 -2.8050 -0.735 0.090 -0.018
H 1.0154 -3.3580 -4.7030 1.309 -0.110 -0.893
H 0.3779 -2.4923 -3.6140 -0.031 0.868 0.935
H 0.9035 -0.6508 -5.3661 -0.279 -0.746 -0.088
H 2.5765 -1.1467 -5.3175 0.032 -0.116 -0.122
H 0.8890 0.0635 -3.1146 0.101 0.266 0.240
H 2.1609 0.8175 -4.1499 0.157 0.394 0.764
H 4.5445 -1.2246 -3.8878 0.128 0.059 0.239
H 4.5564 0.4940 -3.5640 0.379 0.014 0.117
H 5.1217 -0.6129 -2.2857 0.150 0.015 -0.119
H 3.2016 1.5394 -1.7430 0.087 -0.170 0.067
H 1.8522 0.6276 -1.0076 0.078 0.038 0.216
H 3.5655 0.1670 -0.6511 0.209 0.494 0.649
H 4.5329 -3.7289 -3.3116 -0.035 -0.349 0.546
H 4.0041 -2.9901 -4.7110 -0.434 0.635 0.046
H 3.3365 -4.4750 -4.3773 -0.256 -0.213 0.564
H 4.3072 -2.6255 -1.4698 1.051 -0.278 -0.022
C 2.3922 -3.2298 6.3286 0.669 1.176 -0.652
C 1.7609 -2.7752 4.9864 -1.889 0.831 1.047
C 0.3605 -2.1595 5.3833 -0.051 -0.060 0.231
C 0.4591 -0.8621 6.2964 -0.055 -2.694 -2.366
C 1.2044 0.0424 5.3281 0.096 0.892 -0.011
C 2.6130 -0.3330 4.6970 -0.639 -0.205 1.262
N 2.5114 -1.7538 4.2065 -0.955 -0.264 -0.980
O 3.7525 -2.3834 3.7513 -0.477 1.057 -0.730
C 2.8981 0.5593 3.4915 0.768 0.347 -0.541
C 3.6559 -0.1641 5.8463 0.244 -0.219 -1.785
C 1.4679 -3.9239 4.0328 0.152 -0.873 -0.096
H 2.5588 -2.4491 7.0708 -0.477 0.574 -0.364
H 3.4348 -3.4776 6.1291 -0.100 -1.415 0.360
H 1.7032 -3.8880 6.8579 0.652 -0.791 -0.421
H -0.2073 -1.9728 4.4718 0.352 0.759 -0.183
H -0.2895 -2.9467 5.7651 0.494 -0.297 0.734
H 0.8534 -1.1099 7.2819 0.198 0.369 -0.151
H -0.5646 -0.4960 6.3757 0.174 0.204 0.323
H 1.2792 0.9921 5.8577 0.543 0.432 -0.585
H 0.4901 0.1484 4.5116 0.172 0.370 -0.181
H 3.8091 0.2341 2.9891 0.859 -0.360 0.057
H 2.2194 0.6658 2.6453 -1.022 -0.409 0.553
H 3.1559 1.5873 3.7462 -0.122 -0.009 0.367
H 4.5298 -0.7865 5.6538 -0.122 -0.877 0.458
H 4.2080 0.7663 5.7136 -0.825 0.627 0.698
H 3.1362 -0.3553 6.7852 0.764 0.310 0.096
H 1.0592 -3.6225 3.0683 -0.146 0.740 -0.248
H 0.6727 -4.5724 4.4006 0.159 -0.067 0.315
H 2.3186 -4.5672 3.8080 0.206 -0.086 0.320
H 4.2826 -2.5239 4.5393 0.754 -0.217 0.203
C 1.9957 7.1065 2.4291 -0.372 -0.956 -0.324
C 0.4505 6.9095 2.4626 -0.849 1.200 -1.859
C -0.2813 7.7533 1.3438 0.284 -1.235 -1.045
C -0.0893 7.2244 -0.0902 1.465 -0.915 0.927
C -0.7254 5.8262 -0.1158 -0.532 -0.072 0.631
C -0.1622 4.7662 0.9446 0.834 -0.292 -1.746
N -0.0417 5.4301 2.3052 -0.538 1.784 -1.347
O 0.6215 4.6287 3.2325 0.709 -0.714 0.206
C -1.0682 3.4504 0.9523 -0.214 1.567 0.833
C 1.2059 4.2626 0.2301 0.893 0.941 1.666
C -0.1509 7.5611 3.7341 0.676 -2.089 0.609
H 2.4411 6.4907 1.6477 -0.075 0.006 -0.204
H 2.4837 6.7589 3.3396 -0.216 0.141 0.207
H 2.3140 8.1285 2.2234 -0.357 0.110 0.174
H -1.3499 7.6162 1.5091 -0.129 0.542 0.456
H 0.0115 8.8031 1.3595 -0.069 -0.062 0.495
H 0.9871 7.1463 -0.2433 0.235 0.037 -0.293
H -0.4455 7.9192 -0.8508 -0.388 -0.244 0.060
H -0.7226 5.3015 -1.0712 0.317 0.196 -0.153
H -1.7676 6.1037 0.0419 -0.415 -0.745 0.409
H -1.9385 3.6193 1.5864 0.075 -0.017 0.372
H -1.5341 3.2189 -0.0056 0.548 0.228 -0.378
H -0.5292 2.5726 1.3090 0.135 0.112 0.074
H 1.8334 5.1166 -0.0248 -0.315 0.246 -0.549
H 1.9151 3.7734 0.8979 -0.370 -0.309 0.843
H 1.2145 3.5604 -0.6036 -1.048 0.288 -0.286
H -0.0753 8.6395 3.8735 0.203 -0.093 -0.622
H 0.4364 7.0948 4.5251 -0.258 0.196 0.691
H -1.1870 7.2391 3.8383 -0.043 0.163 0.012
H 0.0803 4.7163 4.0205 -0.144 -0.138 0.139
C -4.2603 -2.8273 -5.8791 -0.782 0.460 0.829
C -4.4860 -3.3660 -4.4172 0.045 -1.794 -1.580
C -3.0904 -3.3787 -3.6897 -0.290 1.530 0.406
C -2.7444 -1.9578 -3.2169 -0.781 0.745 0.608
C -3.9769 -1.2763 -2.4843 0.771 -0.760 -0.497
C -5.3364 -1.2170 -3.3126 0.250 1.248 1.747
N -5.5689 -2.6290 -3.6464 3.359 0.130 0.519
O -6.8263 -2.8902 -4.1112 -0.926 -0.320 -0.522
C -6.4066 -0.7282 -2.2358 -0.532 -0.485 -1.629
C -5.2944 -0.0788 -4.4645 0.436 -1.522 0.317
C -4.8582 -4.9189 -4.7321 0.608 0.468 0.848
H -3.8167 -3.6441 -6.4484 0.085 0.485 -0.271
H -3.7328 -1.8770 -5.9617 0.681 -0.302 0.250
H -5.2242 -2.5266 -6.2897 -0.254 -0.605 -0.181
H -2.9544 -4.0255 -2.8230 -1.127 -0.133 0.369
H -2.1964 -3.7045 -4.2214 -0.542 -0.181 -1.291
H -2.3496 -1.2484 -3.9442 -0.407 -0.262 -0.839
H -1.8472 -2.0876 -2.6116 -0.215 0.231 0.838
H -3.7048 -0.3128 -2.0533 -0.036 0.401 -0.531
H -4.1635 -1.8724 -1.5910 -0.365 -0.305 -0.029
H -7.3504 -0.5791 -2.7603 -0.003 0.394 -0.320
H -6.7539 -1.4412 -1.4880 0.920 -0.248 0.285
H -6.1268 0.2343 -1.8074 0.168 -0.188 0.086
H -4.2883 -0.1402 -4.8793 -0.028 0.375 -0.199
H -5.9944 -0.2210 -5.2878 -0.104 -0.556 0.126
H -5.5019 0.9453 -4.1542 0.221 -0.192 0.674
H -3.9423 -5.3521 -5.1340 0.089 0.263 -0.491
H -5.6660 -5.1441 -5.4284 0.006 0.673 -0.081
H -4.9969 -5.6179 -3.9074 -0.391 0.612 0.758
H -7.1075 -3.4694 -3.3992 -0.817 -0.179 -0.255
```
Positions in Å, forces in eV/Å.